Density functional theory data (ωB97M-V with the def2-TZVPD basis set) for the molecule C5H8O.

CARTESIAN COORDINATES (ANGSTROEM)
1 O -0.21 -0.01 -1.58
2 C 1.57 -0.51 -0.21
3 H -0.04 -1.38 1.20
4 H 1.47 -1.40 -0.84
5 H 0.63 0.23 1.60
6 C -1.81 0.43 0.26
7 H -1.86 0.72 1.31
8 H 1.37 1.50 -1.43
9 C 0.41 -0.47 0.78
10 H -2.04 -0.65 0.23
11 C 0.88 0.65 -0.95
12 H 2.57 -0.42 0.20
13 C -0.39 0.37 -0.21
14 H -2.55 0.94 -0.35

Total charge: 0
SMILES: C[C@]12CC[C@H]1O2
DFT total energy (a.u.): -270.44529
Energy relative to the best compared isomer or geometry (same formula, charge and spin) (kJ/mol): 295.6
Spin multiplicity: 1
Kohn-Sham gap (eV): 10.4

Partial charges, Löwdin, in e: atom 1 (O): -0.01, atom 2 (C): -0.10, atom 3 (H): 0.11, atom 4 (H): 0.12, atom 5 (H): 0.13, atom 6 (C): -0.01, atom 7 (H): 0.09, atom 8 (H): 0.14, atom 9 (C): -0.14, atom 10 (H): 0.10, atom 11 (C): -0.17, atom 12 (H): 0.10, atom 13 (C): -0.44, atom 14 (H): 0.08

---

Density functional theory data (ωB97M-V with the def2-TZVPD basis set) for a 4-piece molecular cluster, C4H15NO3 overall.

CARTESIAN COORDINATES (ANGSTROEM)
1 H -0.36 -2.08 1.48
2 H -2.44 2.28 -1.37
3 C -0.60 -1.08 1.85
4 O -3.03 2.78 -0.79
5 H -0.04 -0.52 3.89
6 C -2.74 -1.15 0.61
7 C -1.73 -0.44 1.46
8 H 1.18 -1.06 2.81
9 O 6.40 -1.02 -3.91
10 H -3.45 2.11 -0.24
11 H 5.94 -0.25 -4.26
12 H 0.74 0.96 1.43
13 N 0.56 0.88 2.43
14 H 5.80 -1.71 -4.23
15 H 1.74 0.17 -3.53
16 H -2.14 -1.70 -0.12
17 H -3.37 -1.84 1.16
18 H 1.61 1.72 -3.04
19 H -2.08 0.45 1.99
20 O 1.17 0.90 -3.26
21 H -3.39 -0.53 0.01
22 H -0.07 1.59 2.77
23 C 0.30 -0.45 2.86

Total charge: +1
DFT total energy (a.u.): -441.50515
Energy relative to the best compared isomer or geometry (same formula, charge and spin) (kJ/mol): 180.2
Spin multiplicity: 2
Kohn-Sham gap (spin up / spin down) (eV): 9.4 / 5.1

Partial charges, Löwdin, in e: atom 1 (H): 0.14, atom 2 (H): 0.03, atom 3 (C): -0.02, atom 4 (O): -0.05, atom 5 (H): 0.15, atom 6 (C): -0.05, atom 7 (C): -0.06, atom 8 (H): 0.14, atom 9 (O): -0.06, atom 10 (H): 0.02, atom 11 (H): 0.03, atom 12 (H): 0.14, atom 13 (N): 0.22, atom 14 (H): 0.03, atom 15 (H): 0.03, atom 16 (H): 0.09, atom 17 (H): 0.11, atom 18 (H): 0.03, atom 19 (H): 0.13, atom 20 (O): -0.06, atom 21 (H): 0.08, atom 22 (H): 0.13, atom 23 (C): -0.21

---

Density functional theory data (ωB97M-V with the def2-TZVPD basis set) for C4H2ORh as an isolated structure.

CARTESIAN COORDINATES (ANGSTROEM)
1 C -1.66 -0.90 -0.66
2 O 1.47 -0.58 0.82
3 Rh 3.21 -0.49 1.60
4 C -2.03 0.35 -0.37
5 C -0.53 -0.17 -0.30
6 H -2.69 1.19 -0.14
7 H 1.37 0.62 -0.84
8 C 0.86 -0.03 -0.11

Total charge: +2
DFT total energy (a.u.): -338.28854
Energy relative to the best compared isomer or geometry (same formula, charge and spin) (kJ/mol): 105.3
Spin multiplicity: 6
Kohn-Sham gap (spin up / spin down) (eV): 5.7 / 8.0

Partial charges, Löwdin, in e: atom 1 (C): 0.26, atom 2 (O): -0.13, atom 3 (Rh): 1.47, atom 4 (C): 0.26, atom 5 (C): 0.01, atom 6 (H): 0.15, atom 7 (H): 0.17, atom 8 (C): -0.19

---

Density functional theory data (ωB97M-V with the def2-TZVPD basis set) for an isolated ion of composition C5H8N3 and charge +1.

CARTESIAN COORDINATES (ANGSTROEM)
1 C 0.59 1.57 -0.45
2 N -1.58 1.87 0.28
3 H 3.02 -0.59 0.19
4 C -0.36 2.40 -0.05
5 H 2.60 0.71 1.39
6 H -0.33 3.42 0.04
7 N -2.00 0.76 0.02
8 C -2.28 -0.43 0.21
9 H -3.53 -1.97 0.00
10 H 1.43 -0.66 1.03
11 H -4.10 -0.76 -0.96
12 H -1.59 -1.07 0.74
13 C 1.60 0.82 -0.59
14 H 1.86 0.68 -1.56
15 N -3.33 -1.14 -0.34
16 C 2.24 -0.03 0.53

Total charge: +1
SMILES: CC=C=C/N=N/C=[NH2+]
DFT total energy (a.u.): -359.15942
Energy relative to the best compared isomer or geometry (same formula, charge and spin) (kJ/mol): 513.0
Spin multiplicity: 1
Kohn-Sham gap (spin up / spin down) (eV): 8.0 / 8.0

Partial charges, Löwdin, in e: atom 1 (C): 0.05, atom 2 (N): 0.15, atom 3 (H): 0.03, atom 4 (C): -0.06, atom 5 (H): 0.14, atom 6 (H): 0.10, atom 7 (N): 0.10, atom 8 (C): -0.13, atom 9 (H): 0.04, atom 10 (H): 0.10, atom 11 (H): 0.16, atom 12 (H): 0.16, atom 13 (C): -0.07, atom 14 (H): 0.10, atom 15 (N): 0.16, atom 16 (C): -0.02